Entry 1:
# C19H12BBrCl4F4N2O3Y

A molecular structure, C19H12BBrCl4F4N2O3Y (ωB97M-V/def2-TZVPD, the Open Molecules 2025 dataset).

Last column: Löwdin charge in e.
Atoms and positions in Å:
Y1 0.545 1.357 -0.292  1.507
Br1 4.052 -4.057 3.995  0.673
C1 3.474 -2.666 2.832  -0.700
C2 4.374 -1.662 2.452  -0.121
C3 3.978 -0.660 1.605  0.007
C4 2.666 -0.609 1.080  -0.338
O1 2.343 0.293 0.214  -0.173
C5 1.755 -1.605 1.518  -0.119
C6 0.340 -1.621 1.201  -0.048
N1 -0.352 -0.679 0.677  0.033
C7 -1.752 -0.848 0.523  -0.174
C8 -2.536 -1.603 1.348  -0.009
C9 -3.923 -1.753 1.106  -0.071
C10 -4.513 -1.139 0.043  -0.042
C11 -3.738 -0.307 -0.804  -0.147
C12 -4.280 0.372 -1.923  -0.006
C13 -3.490 1.174 -2.685  -0.033
C14 -2.141 1.348 -2.305  -0.134
N2 -1.611 0.729 -1.287  0.028
C15 -2.372 -0.131 -0.546  -0.134
C16 2.187 -2.633 2.372  -0.096
H1 5.389 -1.685 2.828  0.097
H2 4.663 0.120 1.300  0.121
H3 -0.168 -2.553 1.464  0.125
H4 -2.094 -2.076 2.215  0.112
H5 -4.512 -2.363 1.779  0.103
H6 -5.571 -1.256 -0.157  0.109
H7 -5.332 0.243 -2.152  0.116
H8 -3.875 1.704 -3.545  0.107
H9 -1.495 2.037 -2.839  0.118
H10 1.478 -3.395 2.676  0.104
F1 -0.367 1.839 1.913  0.003
B1 0.825 2.180 2.679  -1.231
F2 1.752 2.533 1.654  0.062
F3 1.254 1.041 3.352  0.142
F4 0.572 3.236 3.526  0.153
Cl1 -1.627 3.828 -0.249  0.344
C17 0.175 3.628 -0.734  -0.647
H11 0.684 4.363 -0.109  -0.028
H12 0.220 4.002 -1.760  -0.034
Cl2 3.875 -0.182 -3.636  0.591
C18 2.141 -0.278 -4.037  -1.487
Cl3 1.747 -1.936 -4.521  0.581
Cl4 1.786 0.814 -5.404  0.567
C19 1.334 0.161 -2.764  -0.844
O2 0.757 -0.702 -2.109  -0.036
O3 1.383 1.396 -2.493  -0.149

## Properties
Kohn-Sham gap = 6.956 eV
Net charge = -1
HOMO = -5.298 eV
ΔE to the lowest compared entry with this formula, charge and spin = 4.8 kcal/mol
Calculated total energy = -5944.4428 a.u.
2S+1 = 1

=====

Entry 2:
# C34H43Cl2N3O10S2SiTa

A molecular structure, C34H43Cl2N3O10S2SiTa (ωB97M-V/def2-TZVPD, the Open Molecules 2025 dataset).

Last column: Löwdin charge in e.
Atoms and positions in Å:
Ta1 1.103 0.573 0.927  1.750
Cl1 1.430 -3.140 -5.485  0.642
C1 1.053 -2.362 -3.971  -0.665
C2 -0.262 -2.312 -3.533  -0.095
C3 -0.553 -1.684 -2.338  0.011
C4 0.456 -1.092 -1.574  -0.313
O1 0.117 -0.454 -0.451  -0.309
C5 1.780 -1.153 -2.026  -0.084
C6 2.914 -0.489 -1.279  -0.326
O2 2.669 -0.268 0.030  -0.244
C7 2.067 -1.798 -3.223  -0.049
H1 -1.045 -2.757 -4.131  0.107
H2 -1.572 -1.622 -1.979  0.117
H3 3.839 -1.060 -1.404  0.163
H4 3.089 -1.838 -3.580  0.121
N1 -7.496 2.258 -1.651  0.157
C8 -6.358 2.399 -1.593  -0.176
C9 -4.934 2.576 -1.523  -0.224
C10 -4.366 3.813 -1.811  -0.008
C11 -2.988 3.929 -1.725  -0.127
N2 -2.193 2.919 -1.387  0.063
C12 -2.744 1.745 -1.106  -0.118
C13 -4.110 1.516 -1.161  0.009
H5 -4.981 4.657 -2.088  0.117
H6 -2.506 4.878 -1.930  0.115
H7 -2.059 0.954 -0.818  0.087
H8 -4.520 0.544 -0.926  0.121
O3 2.504 2.542 0.537  -0.433
S1 2.669 2.795 2.007  0.334
O4 3.988 3.120 2.452  -0.277
O5 2.296 1.325 2.468  -0.525
O6 1.617 3.685 2.479  -0.402
C14 -0.824 -0.902 5.600  -0.103
C15 -0.675 -0.099 4.298  -0.617
C16 -2.081 0.366 3.891  -0.112
C17 0.118 1.174 4.624  -0.110
Si1 0.171 -1.139 2.874  0.821
C18 -1.118 -2.398 2.090  -0.608
C19 -2.192 -1.709 1.230  -0.112
C20 -0.370 -3.378 1.175  -0.107
C21 -1.872 -3.236 3.136  -0.101
C22 1.718 -2.103 3.585  -0.621
C23 2.544 -1.187 4.502  -0.107
C24 2.669 -2.531 2.456  -0.115
C25 1.361 -3.363 4.388  -0.106
H9 -1.350 -0.283 6.337  0.083
H10 0.137 -1.171 6.038  0.056
H11 -1.403 -1.817 5.470  0.061
H12 -2.446 1.076 4.643  0.084
H13 -2.794 -0.456 3.858  0.057
H14 -2.084 0.881 2.929  0.058
H15 -0.395 1.702 5.438  0.086
H16 0.171 1.857 3.778  0.042
H17 1.138 0.974 4.947  0.063
H18 -1.764 -1.037 0.491  0.032
H19 -2.906 -1.150 1.828  0.059
H20 -2.755 -2.481 0.690  0.082
H21 0.264 -2.872 0.447  0.059
H22 -1.097 -3.981 0.616  0.084
H23 0.254 -4.069 1.741  0.061
H24 -2.570 -2.630 3.714  0.061
H25 -1.214 -3.750 3.834  0.058
H26 -2.464 -4.003 2.619  0.083
H27 2.812 -0.250 4.015  0.058
H28 3.474 -1.706 4.766  0.084
H29 2.032 -0.953 5.435  0.060
H30 3.094 -1.672 1.937  0.055
H31 2.196 -3.171 1.712  0.059
H32 3.504 -3.093 2.891  0.083
H33 0.647 -3.171 5.190  0.061
H34 2.274 -3.757 4.852  0.081
H35 0.957 -4.156 3.757  0.061
O7 -1.380 4.094 1.639  -0.454
S2 -0.318 3.389 0.951  0.833
N3 -0.331 1.904 1.145  -0.493
C26 2.456 0.537 -6.593  -0.033
C27 1.184 1.041 -5.977  -0.196
C28 -0.056 0.682 -6.481  -0.072
C29 -1.217 1.130 -5.871  -0.670
Cl2 -2.763 0.647 -6.516  0.635
C30 -1.165 1.930 -4.750  -0.099
C31 0.068 2.303 -4.230  0.005
C32 1.232 1.872 -4.851  -0.216
O8 2.501 2.184 -4.435  -0.022
C33 2.705 2.732 -3.139  -0.047
C34 2.343 1.667 -2.123  -0.454
O9 3.295 0.763 -1.973  0.098
O10 1.244 1.602 -1.622  0.047
H36 2.240 -0.172 -7.391  0.075
H37 3.076 0.041 -5.845  0.078
H38 3.049 1.357 -7.003  0.085
H39 -0.118 0.031 -7.343  0.110
H40 -2.078 2.244 -4.262  0.093
H41 0.097 2.874 -3.315  0.101
H42 2.108 3.626 -2.957  0.139
H43 3.764 2.971 -3.088  0.143

## Properties
Kohn-Sham gap = 7.565 eV
Net charge = -1
HOMO = -5.986 eV
ΔE to the lowest compared entry with this formula, charge and spin = 2.3 kcal/mol
Calculated total energy = -4301.6059 a.u.
2S+1 = 1

=====

Entry 3:
# C20H18N2O5

C20H18N2O5 in the gas phase (ωB97M-V/def2-TZVPD, the Open Molecules 2025 dataset).

Last column: Löwdin charge in e.
Atoms and positions in Å:
C1 -6.573 -1.644 -1.220  -0.090
H1 -7.569 -1.211 -1.300  0.092
O1 -5.852 -0.787 -0.367  -0.082
C2 -4.550 -1.076 -0.105  -0.271
C3 -3.884 -0.178 0.734  0.010
C4 -2.560 -0.364 1.051  -0.028
C5 -1.851 -1.461 0.553  -0.223
C6 -2.534 -2.371 -0.250  -0.018
C7 -3.860 -2.182 -0.591  -0.013
H2 -4.344 -2.901 -1.232  0.103
H3 -2.008 -3.231 -0.637  0.119
C8 -0.455 -1.701 0.866  0.049
C9 0.517 -0.795 1.064  -0.145
N1 0.351 0.595 0.896  0.120
C10 -0.234 1.177 -0.193  -0.429
O2 -0.631 0.569 -1.163  0.114
C11 -0.320 2.643 -0.083  -0.182
C12 -0.874 3.551 -0.947  0.016
C13 -0.701 4.819 -0.352  -0.047
C14 -0.055 4.595 0.826  -0.105
O3 0.182 3.287 1.002  0.040
H4 0.279 5.260 1.598  0.123
H5 -1.013 5.764 -0.745  0.104
H6 -1.343 3.319 -1.881  0.121
H7 0.714 1.200 1.620  0.148
C15 1.883 -1.273 1.418  -0.441
O4 2.089 -2.368 1.901  0.069
N2 2.873 -0.365 1.196  0.079
C16 4.272 -0.717 1.358  -0.092
C17 4.996 -0.701 0.054  -0.271
C18 5.773 0.257 -0.534  -0.030
C19 6.154 -0.262 -1.795  -0.065
C20 5.575 -1.490 -1.880  -0.119
O5 4.874 -1.762 -0.770  0.061
H8 5.588 -2.238 -2.648  0.120
H9 6.770 0.214 -2.530  0.099
H10 6.046 1.205 -0.119  0.107
H11 4.749 -0.012 2.048  0.130
H12 4.282 -1.722 1.789  0.130
H13 2.672 0.442 0.625  0.139
H14 -0.145 -2.737 0.924  0.129
H15 -2.075 0.333 1.718  0.119
H16 -4.437 0.664 1.121  0.119
H17 -6.651 -2.653 -0.804  0.095
H18 -6.119 -1.694 -2.215  0.096

## Properties
Kohn-Sham gap = 8.333 eV
Structure (SMILES) = COc1ccc(/C=C(\NC(=O)c2ccco2)C(=O)NCc2ccco2)cc1
Net charge = 0
HOMO = -7.953 eV
ΔE to the lowest compared entry with this formula, charge and spin = 63.5 kcal/mol
Calculated total energy = -1258.6171 a.u.
2S+1 = 1